No. 1
A structure of composition C17H17Br21N2, computed with ωB97M-V/def2-TZVPD.

Calculated values
Kohn-Sham gap in eV: 8.638

The geometry in ORCA input format:
```
! wB97M-V def2-TZVPD RIJCOSX def2/J DEFGRID3
* xyz 0 1
C 2.2587 0.2566 -0.2281
C 1.4518 0.0899 -1.5232
C 0.0296 0.5273 -1.2698
C -0.2599 1.9216 -1.2562
C -1.5195 2.3589 -0.9995
C -2.5641 1.4482 -0.7424
N -3.8146 1.9243 -0.4739
C -4.7180 1.0165 -0.2223
C -4.4326 -0.3743 -0.2600
N -3.2535 -0.8686 -0.5204
C -2.2835 0.0625 -0.7539
C -0.9670 -0.3638 -1.0182
H 3.2895 -0.0762 -0.3310
H 2.2012 1.2921 0.1032
H 1.7615 -0.3249 0.5501
H 1.4331 -0.9607 -1.8146
H 1.8687 0.7136 -2.3162
H 0.5459 2.6192 -1.4515
H -1.7292 3.4205 -0.9652
H -5.7345 1.3373 -0.0017
H -5.2348 -1.0718 -0.0391
H -0.7416 -1.4249 -1.0003
C 6.4470 -0.1770 1.6017
Br 6.5312 0.3971 -0.2357
Br 4.9088 0.5500 2.4890
Br 6.5180 -2.0898 1.7488
H 7.3254 0.2137 2.0952
C 3.9561 4.6500 0.2886
Br 3.4723 6.5039 0.1533
Br 3.0753 3.7939 1.7677
Br 3.6486 3.7157 -1.3657
H 5.0180 4.6086 0.4822
C 2.1891 -1.4817 4.2252
Br 1.6503 0.3668 4.1535
Br 1.3315 -2.4101 5.6701
Br 1.8967 -2.3467 2.5365
H 3.2532 -1.5025 4.4140
C 9.8910 -1.4496 -0.8296
Br 10.0342 -0.9812 1.0292
Br 10.8517 -0.2158 -1.9453
Br 10.4309 -3.2663 -1.1403
H 8.8451 -1.3737 -1.0928
C -7.0038 -1.5609 -4.0382
Br -7.9271 0.0455 -4.5516
Br -5.8271 -1.2523 -2.5389
Br -8.2261 -3.0029 -3.6887
H -6.3908 -1.8567 -4.8768
C -1.1867 -4.9152 1.6904
Br -1.1431 -3.4040 0.5024
Br -1.8549 -4.4182 3.4227
Br -2.1770 -6.3814 0.9370
H -0.1697 -5.2530 1.8270
C -9.4627 2.2583 0.2765
Br -8.9747 3.5021 1.6572
Br -7.9075 1.5773 -0.6344
Br -10.5592 0.8338 0.9542
H -10.0512 2.7989 -0.4501
*
```

---

No. 2
A structure of composition C17H17BrCo at a distorted geometry, computed with ωB97M-V/def2-TZVPD.

Calculated values
⟨S²⟩: 3.778
Kohn-Sham gap (spin up / spin down) in eV: 4.608 / 5.063

The geometry in ORCA input format:
```
! wB97M-V def2-TZVPD RIJCOSX def2/J DEFGRID3
* xyz -2 4
C -1.3909 -0.8118 -1.9915
C -1.1490 -1.4905 -0.7604
C -1.1193 -0.5123 0.2685
H -1.0326 -2.5649 -0.6658
C -1.2309 0.7771 -0.3182
C -1.4380 0.6084 -1.7162
H -1.6365 1.3984 -2.4309
H -1.6057 -1.2618 -2.9488
H -0.9909 -0.7303 1.3259
H -1.2413 1.7485 0.1720
Co 0.2829 -0.1370 -1.2133
Br 2.0886 -1.8174 -1.0004
C 2.0619 0.6241 -3.0848
C 0.9929 1.4231 -3.5879
C 0.0360 0.5484 -4.1950
H 0.9611 2.5095 -3.5948
C 0.5120 -0.7842 -4.0883
C 1.7985 -0.7458 -3.4746
H 2.4841 -1.5862 -3.4244
H 2.9851 0.9695 -2.6338
H -0.8723 0.8609 -4.7095
H 0.0465 -1.6920 -4.4625
C 1.4413 0.9293 0.3683
C 1.2718 0.7514 1.8156
C 1.6665 -0.4507 2.4680
C 1.5382 -0.6043 3.8511
C 1.0320 0.4355 4.6261
C 0.6184 1.6327 4.0171
C 0.7462 1.7991 2.6369
H 2.4305 0.6115 0.0284
H 1.1946 1.9689 0.0958
H 2.0710 -1.2616 1.8524
H 1.8726 -1.5266 4.3154
H 0.9294 0.3141 5.7039
H 0.2316 2.4584 4.6129
H 0.4557 2.7291 2.1398
*
```

---

No. 3
The molecule C17H17ClN2O3, computed with ωB97M-V/def2-TZVPD.

Calculated values
Energy relative to the best compared isomer or geometry (same formula, charge and spin) in eV: 0.907
Kohn-Sham gap in eV: 8.890
SMILES: Cc1ccc(N2C[C@@H](C(=O)NCc3ccco3)CC2=O)cc1Cl

The geometry in ORCA input format:
```
! wB97M-V def2-TZVPD RIJCOSX def2/J DEFGRID3
* xyz 0 1
C 5.6308 2.6363 -0.2685
C 4.5207 1.6370 -0.2094
C 3.1986 1.9968 -0.4258
C 2.1704 1.0741 -0.3746
C 2.4397 -0.2652 -0.0974
C 3.7611 -0.6485 0.1257
C 4.7694 0.2938 0.0633
Cl 6.3938 -0.2277 0.3469
H 3.9983 -1.6783 0.3312
N 1.4001 -1.1988 -0.0261
C 1.5164 -2.5567 -0.1666
O 2.5387 -3.1789 -0.3175
C 0.1204 -3.1471 -0.1067
H 0.1122 -4.0725 0.4655
C -0.7476 -2.0432 0.4829
C -2.1469 -1.9967 -0.1252
O -2.4051 -2.4385 -1.2213
N -3.0610 -1.3884 0.6643
H -2.7740 -0.9804 1.5400
C -4.3765 -1.0286 0.1724
C -4.5360 0.4551 0.1096
C -5.4870 1.2905 0.6171
C -5.1012 2.6026 0.2456
C -3.9424 2.4657 -0.4507
O -3.5907 1.1720 -0.5382
H -3.2951 3.1817 -0.9165
H -5.6164 3.5133 0.4706
H -6.3550 1.0088 1.1768
H -5.1552 -1.4493 0.8147
H -4.4515 -1.4721 -0.8265
C 0.0201 -0.7684 0.0901
H -0.0704 0.0215 0.8403
H -0.3495 -0.3907 -0.8724
H -0.8067 -2.1326 1.5707
H -0.2106 -3.3722 -1.1250
H 1.1633 1.4070 -0.5666
H 2.9662 3.0286 -0.6451
H 6.3421 2.3631 -1.0469
H 5.2444 3.6303 -0.4769
H 6.1720 2.6566 0.6764
*
```

---

No. 4
The molecule C17H17ClN2OS, computed with ωB97M-V/def2-TZVPD.

Calculated values
Energy relative to the best compared isomer or geometry (same formula, charge and spin) in eV: 0.896
Kohn-Sham gap in eV: 7.390
SMILES: COc1ccc2nc3ccc(Cl)cc3c(SCCCN)c2c1

The geometry in ORCA input format:
```
! wB97M-V def2-TZVPD RIJCOSX def2/J DEFGRID3
* xyz 0 1
C -0.3739 -2.7869 -3.5711
H -0.4547 -3.2631 -4.5466
O -1.6940 -2.5012 -3.1739
C -1.8921 -1.9131 -1.9684
C -0.9058 -1.5454 -1.0934
C -1.2326 -0.9434 0.1428
C -0.2746 -0.5326 1.0735
C -0.6729 0.0172 2.2956
C 0.2339 0.4382 3.2949
C -0.2369 0.9726 4.4570
C -1.6204 1.1215 4.6965
C -2.5164 0.7275 3.7519
C -2.0822 0.1655 2.5243
N -2.9961 -0.1932 1.6315
C -2.6108 -0.7316 0.4843
C -3.6034 -1.1182 -0.4555
C -3.2572 -1.6835 -1.6383
H -3.9981 -1.9861 -2.3617
H -4.6340 -0.9485 -0.1881
H -3.5792 0.8265 3.9048
H -1.9464 1.5484 5.6320
Cl 0.8674 1.4880 5.6819
H 1.2929 0.3188 3.1238
S 1.4673 -0.6778 0.6843
C 1.6017 0.8613 -0.3108
C 3.0011 0.9822 -0.8839
C 3.1472 2.2425 -1.7365
N 4.5303 2.3893 -2.1541
H 4.6526 3.2388 -2.6934
H 4.8087 1.6068 -2.7369
H 2.8903 3.1197 -1.1352
H 2.4349 2.1940 -2.5801
H 3.2244 0.1020 -1.4918
H 3.7319 1.0206 -0.0752
H 0.8496 0.8105 -1.1001
H 1.3721 1.6969 0.3518
H 0.1377 -1.7201 -1.3031
H 0.2225 -1.8733 -3.6616
H 0.1151 -3.4711 -2.8710
*
```

---

No. 5
The molecule C17H17ClN2OS2 at a distorted geometry, computed with ωB97M-V/def2-TZVPD.

Calculated values
Energy relative to the best compared isomer or geometry (same formula, charge and spin) in eV: 1.277
Kohn-Sham gap in eV: 8.457
SMILES: CSCSC1=NC(C)=C(C(C)=O)[C@H](c2ccccc2Cl)[C@H]1C#N

The geometry in ORCA input format:
```
! wB97M-V def2-TZVPD RIJCOSX def2/J DEFGRID3
* xyz 0 1
N 2.3014 1.6783 -2.6270
O -0.9827 2.6371 2.4673
Cl -2.1296 2.1871 -3.2295
C 1.4632 1.0563 -2.1290
N 1.0154 -0.6467 0.6066
S 1.1239 -2.3776 -1.5227
S 2.5695 -4.9810 -0.7569
C -0.3339 2.7673 1.4414
C 0.8322 -0.8081 -0.6989
C 0.7596 0.5621 1.2656
C -0.0209 1.5465 0.7308
C -4.6983 0.1873 -0.9497
C -3.9282 -0.2399 0.1392
C -4.1507 0.9674 -1.9584
C -2.5732 0.1034 0.1965
C -2.7925 1.2875 -1.9206
C -1.9825 0.8991 -0.8190
C 3.9255 -5.4471 0.3572
C 2.3082 -3.2007 -0.4024
C 0.2228 4.1430 1.0403
C 1.3301 0.6306 2.6939
C 0.3311 0.3433 -1.5695
C -0.4990 1.3061 -0.7219
H -5.7396 -0.1565 -1.0377
H -4.2870 -0.8888 0.9281
H -4.7724 1.2842 -2.8089
H -2.0695 -0.1538 1.0945
H 4.4664 -6.2715 -0.1150
H 4.6092 -4.6026 0.4543
H 3.6007 -5.7844 1.3642
H 1.9779 -2.9950 0.6362
H 3.2783 -2.6821 -0.4881
H 1.3095 4.1348 1.0960
H -0.1354 4.8753 1.7407
H -0.0936 4.3968 0.0244
H 1.1918 1.6220 3.1162
H 0.8678 -0.1375 3.3193
H 2.4357 0.4799 2.6703
H -0.2649 -0.0231 -2.4199
H -0.4660 2.3011 -1.2078
*
```